(1)
{"formula": "CH10O6", "method": "ωB97M-V/def2-TZVPD", "symbols": ["O", "C", "O", "H", "H", "O", "H", "H", "O", "H", "H", "O", "H", "H", "O", "H", "H"], "positions_angstrom": [[-1.1294, -1.1140, -1.8654], [-1.6898, -0.0764, -2.1442], [-2.7563, 0.3722, -1.5450], [-1.3188, 0.4633, -3.0207], [-3.0734, -0.1961, -0.7479], [0.2207, 1.0013, 1.7849], [0.7028, 1.8217, 1.9481], [0.7961, 0.5073, 1.1993], [3.8119, 0.6283, 1.2959], [3.0945, 0.2314, 0.7861], [3.6150, 1.5447, 1.1394], [1.8703, -1.0024, -0.4889], [1.0310, -1.4161, -0.2554], [2.1841, -1.4476, -1.2784], [-2.6387, -0.2818, 0.7800], [-1.7529, -0.0510, 1.0495], [-2.9670, -0.9849, 1.3627]], "nbo_charge": [-0.65, 0.65, -0.69, 0.11, 0.53, -0.96, 0.48, 0.48, -0.94, 0.48, 0.45, -0.98, 0.49, 0.49, -0.95, 0.51, 0.49], "energy_ha": -495.54011, "homo_lumo_gap_ev": 10.67, "e_homo_ev": -10.354, "e_above_lowest_kj_mol": 93.7}

=====

(2)
{"formula": "CH10P6", "method": "ωB97M-V/def2-TZVPD", "symbols": ["C", "P", "P", "P", "P", "P", "P", "H", "H", "H", "H", "H", "H", "H", "H", "H", "H"], "positions_angstrom": [[-2.0084, 1.2429, -1.0972], [-1.3408, -0.2893, 3.4485], [3.4994, 0.2579, -0.7213], [0.9047, -0.3772, -2.5160], [-0.5850, -1.0968, 1.5850], [0.7036, 0.3721, 0.8101], [1.6786, -0.8665, -0.5722], [-2.7293, 1.3879, -0.3008], [-2.2195, 0.5940, -1.9640], [-0.9738, 1.6933, -1.0308], [-2.6983, 0.1748, 3.3253], [-1.8759, -1.6708, 3.6142], [3.6091, -0.1811, -1.9430], [4.3830, -0.7990, -0.1978], [1.6322, -1.5533, -3.0820], [-0.2212, -1.1057, -2.1322], [-0.0376, -1.9759, 2.4783]], "mulliken_spin": [0.90, 0.01, 0.01, 0.07, 0.10, 0.75, 0.01, 0.03, 0.02, 0.03, 0.00, 0.00, 0.00, 0.00, 0.00, 0.00, 0.05], "energy_ha": -2092.00324, "homo_lumo_gap_ev": [8.44, 6.15], "e_homo_ev": [-7.791, -8.011], "s2": 2.010, "multiplicity": 3}

=====

(3)
{"formula": "CH11N3O3", "method": "ωB97M-V/def2-TZVPD", "symbols": ["N", "C", "N", "N", "H", "H", "H", "H", "H", "O", "H", "H", "O", "H", "H", "O", "H", "H"], "positions_angstrom": [[0.1022, 2.0143, -1.2914], [0.2443, 0.7971, -0.6584], [1.5627, 0.3485, -0.4139], [-0.7055, -0.1812, -0.5877], [0.9957, 2.4155, -1.6155], [1.5531, -0.4373, 0.2131], [2.5226, 0.8704, -0.4654], [-1.5851, 0.3025, -0.6550], [-0.6640, -0.9180, 0.0830], [1.7347, -0.9756, 2.3396], [1.8609, -0.5694, 3.2631], [0.8646, -0.5943, 2.1267], [-2.4578, 1.8667, -1.9988], [-3.0457, 1.9228, -2.7454], [-1.5858, 1.8576, -2.3948], [-0.8082, -2.6291, 1.6528], [0.1307, -2.4358, 1.5929], [-0.7193, -3.6547, 1.5549]], "nbo_charge": [-0.87, 0.59, -0.86, -0.82, 0.34, 0.37, 0.42, 0.43, 0.39, -0.95, 0.49, 0.47, -0.97, 0.46, 0.50, -0.95, 0.47, 0.48], "energy_ha": -434.65256, "homo_lumo_gap_ev": 8.73, "e_homo_ev": -8.450, "e_above_lowest_kj_mol": 179.0}

=====

(4)
{"formula": "CH11N5O", "method": "ωB97M-V/def2-TZVPD", "symbols": ["H", "N", "N", "H", "C", "N", "N", "H", "H", "H", "H", "H", "H", "N", "O", "H", "H", "H"], "positions_angstrom": [[-1.6917, 1.4987, -1.2575], [-1.9247, 0.5146, -1.0492], [-2.0583, 0.3970, 0.2091], [-2.2506, -0.5846, 0.4467], [0.9182, -2.1843, -0.4929], [1.2058, -0.7836, -0.7047], [0.5475, -0.2830, -1.8294], [1.5153, -2.5365, 0.3457], [-0.1422, -2.3889, -0.2918], [1.1996, -2.7336, -1.3946], [1.0386, -0.2357, 0.1456], [-0.4905, -0.1987, -1.7095], [0.9179, 0.6396, -2.0348], [0.2679, 2.1652, 2.2630], [0.1708, 1.1409, 1.2819], [0.9586, 2.8374, 1.9214], [0.6557, 1.7415, 3.1001], [-0.8380, 0.9942, 1.0508]], "nbo_charge": [0.33, -0.29, -0.35, 0.33, -0.42, -0.48, -0.66, 0.20, 0.14, 0.20, 0.36, 0.33, 0.35, -0.53, -0.66, 0.33, 0.33, 0.47], "energy_ha": -393.53065, "homo_lumo_gap_ev": [7.64, 7.64], "e_homo_ev": [-8.115, -8.116], "e_above_lowest_kj_mol": 81.8}

=====

(5)
{"formula": "CH11NO3", "method": "ωB97M-V/def2-TZVPD", "symbols": ["C", "N", "H", "H", "H", "H", "H", "O", "H", "H", "O", "H", "H", "O", "H", "H"], "positions_angstrom": [[0.6271, 0.2113, -2.0551], [0.3798, 1.4055, -1.1382], [1.5681, 0.0500, -2.3605], [0.2011, -0.6035, -1.6291], [-0.1269, 0.3381, -2.9159], [0.9090, 2.1260, -1.4530], [0.7684, 1.2319, -0.2425], [-3.6251, -1.4995, -1.6951], [-2.9484, -0.7992, -1.5833], [-3.2827, -1.7999, -2.4927], [4.8139, -0.7892, 5.4416], [4.5239, -1.6540, 5.3819], [5.0455, -0.5670, 4.5133], [-2.3497, 0.8620, -0.7515], [-1.4826, 1.4079, -1.0597], [-2.3093, 0.5779, 0.1794]], "nbo_charge": [-0.41, -0.83, 0.18, 0.20, 0.19, 0.35, 0.36, -0.95, 0.49, 0.45, -0.93, 0.46, 0.47, -1.03, 0.52, 0.48], "energy_ha": -325.11768, "homo_lumo_gap_ev": 11.18, "e_homo_ev": -10.572, "e_above_lowest_kj_mol": 163.6}

=====

(6)
{"formula": "CH11NO4", "method": "ωB97M-V/def2-TZVPD", "symbols": ["C", "N", "H", "H", "H", "H", "H", "O", "H", "H", "O", "H", "H", "O", "H", "H", "O"], "positions_angstrom": [[1.0389, 0.9186, 2.4278], [0.0121, 0.4303, 3.0509], [1.1503, 1.9126, 1.9943], [2.0310, 0.4362, 2.2790], [-0.0298, -0.4966, 3.4396], [0.9422, -1.7404, -1.0241], [1.2720, -0.4117, -1.7202], [1.2548, -0.8449, -0.8511], [0.8907, 0.9813, -3.4273], [-0.3558, 0.2841, -2.9366], [0.5080, 0.0983, -3.3423], [-1.5058, -0.5550, 1.6052], [-0.1509, -0.9843, 1.0786], [-1.1026, -1.1691, 0.9686], [-1.4752, 0.0666, -0.6828], [-2.6858, 0.3644, -1.5126], [-1.7942, 0.7096, -1.3470]], "mulliken_spin": [0.48, 0.33, 0.07, -0.01, -0.01, -0.01, -0.03, 0.10, -0.02, -0.01, 0.02, 0.01, 0.03, 0.03, 0.00, 0.00, 0.03], "energy_ha": -400.33974, "homo_lumo_gap_ev": [2.35, 6.50], "e_homo_ev": [1.005, -3.227], "s2": 0.753, "multiplicity": 2, "total_charge": -1, "e_above_lowest_kj_mol": 128.5}